[1]
122
Properties=species:S:1:pos:R:3:forces:R:3 method="wB97M-V/def2-TZVPD" homo_lumo_gap_ev="4.804 / 5.744" s_squared=2.0031 lumo_energy_ev="4.0 / 4.0" homo_energy_ev="-0.8 / -1.8" spin_multiplicity=3 total_charge=-2
Ti -0.485937 -0.154244 -1.715056 0.40 0.01 -0.21
C 1.585955 0.847947 -5.360551 0.88 -0.32 -0.07
N 1.957251 1.439009 -4.091868 -0.31 -0.32 -0.41
C 2.523641 2.731549 -4.329160 0.30 0.57 0.23
C 2.748665 0.555530 -3.271223 0.22 0.46 0.41
C 2.862413 1.046354 -1.812895 0.13 0.79 -0.64
N 1.610040 1.348028 -1.138986 -0.94 0.03 0.28
C 1.132823 2.728396 -1.395341 -0.12 -0.19 -0.91
C 0.026932 3.315388 -0.565664 0.03 -0.06 0.69
C 0.071591 4.668203 -0.230968 -0.20 -0.03 0.11
C -0.951772 5.285702 0.477980 0.19 0.83 -0.53
C -2.071113 4.514502 0.756896 0.04 -0.09 -0.21
C -2.202559 3.187370 0.411110 0.40 0.35 -0.14
C -1.076678 2.548147 -0.191464 -0.63 -0.33 0.28
O -1.090977 1.247268 -0.364326 -0.26 -0.20 -0.11
C -3.537335 2.483970 0.505048 -0.51 -0.51 0.28
C -3.403464 1.117675 1.191467 -0.42 0.55 0.21
C -4.047248 2.243629 -0.923150 -0.36 -0.17 -0.08
C -4.610738 3.262134 1.305824 0.26 -0.26 -0.63
C -1.033698 6.806902 0.803684 0.57 -0.60 -0.64
C 0.211860 7.600375 0.394286 -0.07 0.39 -0.43
C -1.214275 7.003473 2.287406 1.03 0.25 0.93
C -2.212381 7.469379 0.094781 -0.06 0.25 -0.44
C 1.740666 1.069009 0.296389 0.22 0.10 -1.23
C 2.081691 -0.370595 0.619854 0.01 0.88 1.15
C 2.527790 -0.542735 1.925407 -0.12 -1.05 -0.31
C 2.742210 -1.821630 2.446472 -0.24 0.93 0.01
C 2.631774 -2.875659 1.541618 0.28 -1.08 -0.08
C 2.254032 -2.775949 0.195120 0.25 1.81 1.52
C 1.818525 -1.464692 -0.214963 -0.37 -1.23 -0.81
O 1.161283 -1.320388 -1.337280 -0.10 0.02 0.14
C 2.334910 -4.009557 -0.655608 0.40 -0.66 -0.40
C 3.766379 -4.619576 -0.503434 -0.16 0.64 0.31
C 1.201236 -4.990684 -0.291303 0.92 0.28 0.53
C 2.238243 -3.715371 -2.138734 -0.57 1.12 -0.78
C 2.873452 -1.978699 3.962164 -0.24 -0.76 -0.23
C 3.132001 -3.426359 4.283219 0.89 -0.82 0.74
C 1.564929 -1.602202 4.641965 0.28 0.83 -0.24
C 4.014757 -1.219245 4.603037 0.75 0.70 -1.30
H 2.438110 0.849366 -6.086694 -0.14 0.08 0.24
H 0.775213 1.392737 -5.794398 -0.60 0.31 -0.29
H 1.299877 -0.189186 -5.245608 -0.30 -0.16 0.20
H 3.430405 2.674168 -4.971164 -0.13 0.04 -0.03
H 2.833830 3.205210 -3.386208 -0.18 -0.08 -0.33
H 1.771605 3.377250 -4.817073 0.35 -0.22 0.16
H 3.782376 0.415143 -3.701896 -0.44 -0.03 0.33
H 2.235136 -0.408288 -3.219235 0.18 0.06 -0.14
H 3.505762 1.945708 -1.704093 0.11 -0.24 -0.28
H 3.346430 0.260307 -1.266830 0.32 -0.44 0.26
H 0.720942 2.659724 -2.418467 0.49 0.38 0.17
H 1.960127 3.469960 -1.353752 0.00 -0.39 -0.15
H 0.921116 5.216533 -0.595552 0.34 0.36 0.07
H -2.904833 5.031285 1.176438 -0.53 0.08 0.39
H -2.949722 0.399734 0.565295 0.77 -0.47 -0.64
H -4.371689 0.697306 1.397248 -0.78 0.01 0.29
H -2.860506 1.198199 2.119978 0.20 -0.03 0.39
H -3.291703 1.719639 -1.504124 -0.06 -0.13 -0.05
H -4.247179 3.181982 -1.445713 -0.09 0.05 0.07
H -4.971712 1.625046 -0.918147 0.48 0.34 0.01
H -4.321917 3.379360 2.348776 -0.01 0.05 0.12
H -5.533288 2.679764 1.238718 0.02 0.01 0.19
H -4.831643 4.234965 0.869854 0.06 0.18 0.00
H 1.105571 7.326605 0.950958 0.02 0.02 0.20
H -0.018571 8.674458 0.521606 0.29 -0.33 0.30
H 0.462539 7.520507 -0.666255 -0.16 -0.33 -0.05
H -0.330715 6.579633 2.827766 -0.72 0.27 -0.27
H -2.114371 6.545867 2.684776 -0.14 -0.08 0.00
H -1.238513 8.089422 2.478046 -0.10 -0.26 0.22
H -2.066489 7.473468 -0.993083 -0.07 -0.23 0.14
H -2.276828 8.539391 0.383988 -0.20 -0.55 0.10
H -3.131810 6.926350 0.323434 -0.08 0.34 -0.08
H 0.812500 1.386011 0.739983 -0.12 -0.07 0.33
H 2.526339 1.720759 0.686110 0.31 0.09 0.38
H 2.614061 0.327403 2.556569 0.08 0.26 0.16
H 2.871537 -3.897667 1.881259 -0.22 0.62 -0.07
H 4.037377 -4.938870 0.501671 -0.27 -0.30 0.09
H 4.512557 -3.842898 -0.737186 -0.27 -0.17 -0.18
H 3.878958 -5.432798 -1.209304 0.11 -0.34 -0.07
H 1.246315 -5.227692 0.774165 -0.07 -0.10 0.03
H 1.289966 -5.915030 -0.854552 -0.10 -0.15 -0.21
H 0.260388 -4.500228 -0.482612 -0.42 -0.02 -0.16
H 2.965482 -2.921831 -2.403055 -0.11 -0.54 -0.08
H 1.261969 -3.270893 -2.410492 0.41 -0.52 0.14
H 2.410380 -4.626022 -2.725885 0.08 0.15 0.07
H 2.255241 -4.044460 4.129551 -0.16 -0.20 -0.07
H 3.459224 -3.521861 5.349128 -0.34 -0.07 -0.70
H 3.947027 -3.805598 3.647911 -0.17 -0.05 0.31
H 0.735092 -2.111473 4.193588 -0.53 -0.26 -0.31
H 1.401553 -0.525834 4.590186 -0.17 0.09 -0.12
H 1.600185 -1.852236 5.684002 0.03 -0.26 0.78
H 4.950662 -1.565589 4.108362 -0.35 0.32 0.52
H 4.040070 -1.447314 5.661280 0.13 0.15 0.29
H 3.930375 -0.129120 4.432871 0.08 -0.44 0.22
O -0.500105 0.719884 2.717327 0.35 -0.39 0.12
H -0.803511 0.734644 1.798717 -0.19 0.12 -0.21
H 0.207874 0.054892 2.693642 -0.21 0.21 0.03
F -1.232240 1.120769 -3.354208 -0.33 -0.01 -0.04
B -2.008663 1.311216 -4.604373 -0.06 0.25 0.08
F -1.644314 0.264722 -5.452374 -0.19 0.26 0.09
F -1.600322 2.564075 -5.117084 -0.16 -0.51 0.11
F -3.389761 1.314878 -4.320569 0.94 -0.06 -0.06
C -2.524752 -6.911896 2.384294 -0.49 0.18 -0.56
C -2.523973 -5.873553 1.278862 0.58 0.29 0.89
C -2.285024 -4.542689 1.611841 0.07 0.52 -0.87
C -2.157427 -3.539035 0.628523 -0.17 -1.17 0.27
C -1.922290 -2.126508 1.048512 0.14 -0.34 0.54
C -2.286719 -3.902028 -0.727649 -0.02 0.72 0.05
Te -2.324662 -2.410503 -2.261328 0.08 0.16 -0.10
C -2.511973 -5.239394 -1.062977 0.07 -0.46 -0.38
C -2.632555 -5.691456 -2.514748 -1.30 -0.31 0.50
C -2.615228 -6.200776 -0.053401 -0.18 0.28 -0.48
H -1.626658 -7.515695 2.390307 0.33 -0.12 -0.05
H -3.371283 -7.588663 2.302362 -0.16 -0.19 -0.10
H -2.614175 -6.420883 3.337964 0.06 0.19 0.48
H -2.185544 -4.251893 2.647104 0.03 -0.01 0.24
H -1.584153 -2.074978 2.089511 -0.18 -0.04 -0.02
H -2.850762 -1.565906 0.948548 0.20 0.21 -0.14
H -1.126977 -1.695397 0.447868 -0.06 0.29 -0.21
H -3.555835 -5.273395 -2.986022 0.84 -0.02 0.24
H -2.755487 -6.781090 -2.560655 0.09 0.04 0.15
H -1.773267 -5.438128 -3.109416 0.31 0.41 -0.24
H -2.811896 -7.221938 -0.324464 0.02 -0.44 -0.18

***

[2]
16
Properties=species:S:1:pos:R:3:forces:R:3 method="wB97M-V/def2-TZVPD" homo_lumo_gap_ev=9.300 lumo_energy_ev=0.7 homo_energy_ev=-8.6 smiles="N[C@H](CO)CC=O"
C 0.462510 -0.148956 1.471409 -1.09 0.73 -1.17
O 0.637012 -1.444749 2.060360 2.13 1.81 1.64
C 0.446615 -0.349951 -0.051895 -2.78 2.58 0.77
C -0.067797 1.038105 -0.643525 0.23 0.04 1.35
C -0.531607 0.964095 -2.058779 1.01 -3.03 -3.48
O -0.439733 0.011907 -2.890581 -0.16 3.45 3.11
N -0.692252 -1.162452 -0.425943 0.36 -2.96 -0.09
H 1.110387 0.732813 1.573379 1.26 -0.90 1.11
H -0.482516 0.360128 1.821767 0.29 -1.11 -0.39
H 1.366009 -1.312408 2.736451 -1.35 -0.64 -1.04
H 1.444476 -0.661913 -0.371509 -0.51 -0.22 -0.43
H 0.664533 1.915885 -0.562423 -1.02 -1.04 -0.04
H -1.037500 1.306889 -0.022601 1.88 -0.24 -1.11
H -0.891227 1.919446 -2.429482 -0.51 0.43 -0.20
H -0.465045 -2.174855 -0.354587 -0.42 1.06 -0.02
H -1.523865 -0.993986 0.147959 0.68 0.03 -0.01

***

Energy above the lowest of the compared OMol25 structures with the same formula, charge and spin for the records above, in order: 0.865; 3.111 eV
Energy for the records above, in order: -96767.343; -9876.950 eV